Record 1
{
  "formula": "CH5S3",
  "method": "wB97M-V/def2-TZVPD",
  "symbols": ["S", "H", "C", "S", "S", "H", "H", "H", "H"],
  "xyz": [[0.54205, 1.71421, 1.67509], [1.72705, 1.73345, 1.08479], [1.43675, -0.95720, -0.94233], [-0.23708, -0.52104, -1.48832], [-1.34389, -0.67745, 0.30965], [1.41491, -1.23615, 0.11848], [1.92846, -1.65114, -1.62269], [2.03838, -0.05942, -0.81390], [-0.11733, 0.68256, 0.83392]],
  "max_force_ev_per_a": 1.19,
  "homo_lumo_gap_ev": 6.469,
  "relative_energy_kcal_mol": 8.5,
  "charge": -1,
  "spin_multiplicity": 1
}

***

Record 2
{
  "formula": "C4H8O2",
  "method": "wB97M-V/def2-TZVPD",
  "symbols": ["C", "C", "O", "C", "C", "O", "H", "H", "H", "H", "H", "H", "H", "H"],
  "xyz": [[-1.08548, 0.35196, -1.43713], [-0.24324, 0.76721, -0.27869], [-0.43746, 1.82377, 0.29201], [0.23657, -0.35742, 1.69250], [0.80444, -0.19982, 0.28744], [0.97667, -1.38120, -0.46945], [-2.03206, 0.89180, -1.36941], [-1.22989, -0.72943, -1.46481], [-0.55822, 0.66201, -2.34511], [-0.05932, 0.73957, 1.81547], [0.96360, -0.67288, 2.44577], [-0.59635, -1.08434, 1.68727], [1.75500, 0.33803, 0.39136], [1.50575, -1.14927, -1.24722]],
  "max_force_ev_per_a": 2.24,
  "homo_lumo_gap_ev": 10.208,
  "relative_energy_kcal_mol": 31.4,
  "smiles": "CC(=O)[C@@H](C)O",
  "charge": 0,
  "spin_multiplicity": 1
}

***

Record 3
{
  "formula": "C16H18Cl2N",
  "method": "wB97M-V/def2-TZVPD",
  "symbols": ["Cl", "C", "C", "C", "C", "C", "C", "C", "C", "C", "Cl", "C", "C", "C", "C", "H", "H", "H", "H", "H", "H", "H", "H", "H", "C", "C", "C", "N", "H", "H", "H", "H", "H", "H", "H", "H", "H"],
  "xyz": [[5.25261, -2.35695, 1.70733], [3.89825, -1.32749, 1.80191], [4.07473, 0.06392, 1.80264], [2.97230, 0.89548, 1.97760], [1.69319, 0.34847, 2.19745], [0.67864, 1.24618, 2.87793], [-0.79188, 1.23119, 2.35694], [-1.44383, 2.46329, 2.14067], [-2.83832, 2.53344, 2.02877], [-3.59434, 1.34896, 2.06528], [-5.29674, 1.41994, 2.02121], [-2.93979, 0.11669, 2.10949], [-1.53762, 0.06761, 2.23876], [1.49922, -1.00873, 1.95733], [2.60819, -1.86067, 1.82731], [5.07668, 0.48309, 1.72385], [3.10350, 1.97950, 1.98822], [1.02453, 2.31592, 2.83178], [-0.86832, 3.38661, 2.10929], [-3.35042, 3.49132, 1.97341], [-3.52934, -0.80370, 2.11625], [-1.09099, -0.92003, 2.28670], [0.51762, -1.46166, 1.88013], [2.47289, -2.94341, 1.79128], [3.18955, 1.82013, 7.56260], [1.83303, 1.54175, 6.88132], [1.99073, 1.07846, 5.42507], [0.77469, 1.04179, 4.47438], [3.07647, 2.19953, 8.58522], [3.82464, 0.93589, 7.64378], [3.76654, 2.56915, 7.02044], [1.31657, 0.82229, 7.53648], [1.24707, 2.47114, 6.91257], [2.70332, 1.75252, 4.94523], [2.40681, 0.06513, 5.42477], [0.04033, 1.66681, 4.82836], [0.30985, 0.12253, 4.60464]],
  "max_force_ev_per_a": 2.81,
  "homo_lumo_gap_ev": 9.128,
  "relative_energy_kcal_mol": 0.0,
  "smiles": "CCC[NH2+]C(c1ccc(Cl)cc1)c1ccc(Cl)cc1",
  "charge": 1,
  "spin_multiplicity": 1
}

***

Record 4
{
  "formula": "C20H32N5O2PPdS3",
  "method": "wB97M-V/def2-TZVPD",
  "symbols": ["Pd", "S", "C", "S", "C", "C", "N", "C", "N", "O", "P", "N", "C", "C", "C", "C", "N", "C", "C", "C", "C", "N", "C", "C", "C", "C", "H", "H", "H", "H", "H", "H", "H", "H", "H", "H", "H", "H", "H", "H", "H", "H", "H", "H", "H", "H", "H", "H", "H", "H", "O", "S", "C", "C", "C", "C", "H", "H", "H", "H", "H", "H", "H", "H"],
  "xyz": [[-0.14070, 2.24590, 1.89341], [1.93233, 1.34513, 3.33946], [0.41745, 1.03578, 4.13187], [0.13022, -0.43238, 4.95435], [-0.52597, 2.11572, 4.22154], [-0.05800, 3.44382, 3.94933], [0.35574, 4.53078, 3.97897], [-1.84214, 1.98384, 4.70671], [-2.92865, 1.92105, 5.10505], [1.05041, 0.33043, -0.26262], [0.39000, -0.97941, -0.39023], [-1.18223, -1.00607, 0.11404], [-1.81368, -0.04906, 1.07640], [-2.38940, -0.95401, 2.15852], [-2.81430, -2.21607, 1.39910], [-1.89484, -2.28413, 0.17059], [0.16399, -1.40622, -2.04734], [-0.52198, -0.31420, -2.74959], [-0.51708, -0.81104, -4.18649], [0.93285, -1.28865, -4.32589], [1.32450, -1.72248, -2.89247], [1.13866, -2.34858, 0.22484], [1.06406, -2.47259, 1.70060], [2.04774, -3.59387, 1.97659], [3.22387, -3.17067, 1.09495], [2.54504, -2.59453, -0.15967], [-2.62961, 0.46872, 0.55160], [-1.12244, 0.76276, 1.53202], [-3.23160, -0.48486, 2.66723], [-1.63527, -1.17693, 2.91077], [-3.85168, -2.11339, 1.06744], [-2.74409, -3.11375, 2.01505], [-2.48553, -2.42809, -0.74397], [-1.17282, -3.10152, 0.21986], [0.05421, 0.62004, -2.68250], [-1.51283, -0.15213, -2.32707], [-0.79278, -0.04457, -4.91213], [-1.20246, -1.65678, -4.27197], [1.56325, -0.45889, -4.64925], [1.04377, -2.10515, -5.04071], [2.22399, -1.18333, -2.57317], [1.53007, -2.79251, -2.83739], [0.04831, -2.69418, 2.02391], [1.40699, -1.56700, 2.20672], [1.63863, -4.55127, 1.63502], [2.30077, -3.65883, 3.03353], [3.90097, -3.98950, 0.84306], [3.78210, -2.38514, 1.60535], [2.56446, -3.31534, -0.98310], [3.05179, -1.68325, -0.49035], [-1.04179, 5.21055, 0.16299], [-0.51822, 3.82514, 0.26831], [-1.34069, 2.92566, -1.10687], [-0.76137, 3.43360, -2.43178], [0.56606, 4.16780, -2.14524], [1.00466, 3.80268, -0.73649], [-2.41095, 3.09522, -1.00514], [-1.10614, 1.87605, -0.93208], [-1.46309, 4.10857, -2.92469], [-0.58449, 2.59465, -3.10970], [0.41217, 5.24749, -2.18874], [1.32951, 3.90687, -2.88370], [1.71089, 4.51531, -0.31299], [1.38738, 2.78681, -0.63588]],
  "max_force_ev_per_a": 1.76,
  "homo_lumo_gap_ev": 4.462,
  "relative_energy_kcal_mol": 53.7,
  "charge": -2,
  "spin_multiplicity": 1
}